# 1
The following is a quantum chemistry calculation of a molecular structure, C24H36MgN2Si in a non-equilibrium geometry, from the Open Molecules 2025 dataset.

```
64
C24H36MgN2Si, DFT ωB97M-V/def2-TZVPD
C -0.58 0.70 2.35
C -1.01 -0.64 2.09
C -0.02 -1.53 2.57
H -1.99 -0.92 1.69
C 0.97 -0.77 3.27
C 0.61 0.62 3.14
H 1.10 1.45 3.66
H -1.14 1.61 2.14
H -0.04 -2.62 2.53
H 1.74 -1.16 3.94
Mg 1.53 0.09 1.26
C 0.14 -1.10 -1.45
H 0.54 -1.17 -0.42
H 0.78 -0.53 -2.15
H 0.17 -2.14 -1.83
Si -1.89 -0.84 -1.66
C -2.61 0.46 -2.80
C -3.83 1.10 -2.34
H -4.51 0.61 -1.62
C -4.11 2.43 -2.67
H -4.89 3.00 -2.15
C -3.35 3.04 -3.69
H -3.60 4.05 -4.02
C -2.34 2.33 -4.33
H -1.79 2.76 -5.16
C -1.99 1.02 -3.91
H -1.19 0.47 -4.42
C -2.36 -2.62 -1.48
C -3.74 -2.85 -1.71
H -4.25 -2.29 -2.50
C -4.44 -3.79 -0.94
H -5.54 -3.88 -1.02
C -3.76 -4.60 -0.02
H -4.30 -5.31 0.62
C -2.36 -4.54 0.05
H -1.81 -5.22 0.72
C -1.66 -3.60 -0.73
H -0.57 -3.62 -0.76
H -2.29 -0.15 -0.21
H -3.05 -0.50 -0.64
C 1.81 3.04 1.27
N 1.86 1.91 0.29
C 1.00 2.27 -0.86
C 3.28 1.67 -0.18
C 4.19 1.32 0.99
N 3.64 0.20 1.84
C 4.22 -1.09 1.43
C 3.99 0.43 3.26
H 2.25 3.94 0.81
H 2.35 2.79 2.19
H 0.76 3.24 1.53
H 1.25 3.29 -1.19
H 1.16 1.57 -1.69
H -0.05 2.24 -0.56
H 3.24 0.85 -0.91
H 3.66 2.59 -0.65
H 5.17 1.03 0.58
H 4.32 2.21 1.63
H 5.32 -1.12 1.58
H 3.76 -1.89 2.03
H 4.00 -1.28 0.36
H 5.09 0.49 3.39
H 3.55 1.38 3.59
H 3.60 -0.39 3.87
```

## Properties
E_LUMO (spin up / spin down) in eV: 0.3 / 0.4
HOMO level (spin up / spin down) in eV: -4.91 / -3.15
Energy above the lowest of the compared OMol25 structures with the same formula, charge and spin in eV: 4.1476
Max |F| in eV/A: 2.96

These are the Löwdin partial charges, in e, on atoms 1 to 5: C -0.186; C -0.174; C -0.166; H 0.085; C -0.224


# 2
The following is a quantum chemistry calculation of 2 unconnected molecules or ions with the total composition C3H9N2O in a non-equilibrium geometry, from the Open Molecules 2025 dataset.

```
15
C3H9N2O, DFT ωB97M-V/def2-TZVPD
C 1.12 0.27 0.31
C -1.07 -0.22 -1.30
C -1.13 -0.71 1.26
N 0.28 1.22 0.29
N -0.46 -0.02 0.09
O 3.14 1.15 -1.13
H 3.46 0.26 -0.62
H -0.79 -1.26 -1.41
H -2.12 -0.07 -1.15
H -0.39 0.36 -1.97
H -2.05 -0.15 1.36
H -1.22 -1.81 0.95
H -0.45 -0.63 2.17
H 0.06 2.14 0.49
H 3.88 1.91 -1.35
```

## Properties
E_LUMO in eV: -4.2
HOMO level in eV: -14.53
Energy above the lowest of the compared OMol25 structures with the same formula, charge and spin in eV: 6.8904
Max |F| in eV/A: 4.69
Charge: +1

These are the Löwdin partial charges, in e, on atoms 1 to 5: C 0.211; C 0.064; C 0.025; N 0.150; N -0.275


# 3
The following is a quantum chemistry calculation of a molecular structure, C16H15BN9OsS2 in a non-equilibrium geometry, from the Open Molecules 2025 dataset.

```
44
C16H15BN9OsS2, DFT ωB97M-V/def2-TZVPD
Os -0.23 0.26 -0.20
C 3.54 -1.71 0.27
C 2.75 -0.57 0.32
N 1.51 -0.88 -0.02
N 1.46 -2.19 -0.29
C 2.68 -2.72 -0.13
B 0.14 -2.85 -0.75
N -0.34 -2.06 -1.98
C -0.61 -2.52 -3.21
C -1.01 -1.45 -4.00
C -0.95 -0.35 -3.15
N -0.55 -0.74 -1.94
N -0.90 -2.59 0.37
C -1.65 -3.44 1.07
C -2.45 -2.72 1.93
C -2.13 -1.39 1.69
N -1.20 -1.33 0.74
H 4.59 -1.79 0.48
H 3.02 0.44 0.58
H 2.87 -3.76 -0.31
H 0.27 -3.99 -0.97
H -0.50 -3.55 -3.46
H -1.29 -1.46 -5.02
H -1.19 0.68 -3.37
H -1.57 -4.50 0.93
H -3.16 -3.09 2.64
H -2.52 -0.49 2.13
S -2.08 1.74 -0.45
C -1.01 2.60 -1.55
S 0.68 2.21 -1.22
C -1.41 3.82 -2.22
C -1.75 3.68 -3.55
N -1.99 3.38 -4.64
C -1.44 5.02 -1.52
N -1.43 5.96 -0.84
C 1.91 3.03 3.78
C 0.55 2.32 3.80
C 0.29 1.66 2.57
N 0.12 1.12 1.56
H 2.07 3.52 4.74
H 1.93 3.78 3.00
H 2.71 2.32 3.62
H -0.25 3.04 3.99
H 0.52 1.57 4.60
```

## Properties
Expectation value of S²: 6.04
Multiplicity: 5
E_LUMO (spin up / spin down) in eV: -2.3 / -5.8
HOMO level (spin up / spin down) in eV: -10.18 / -11.87
Max |F| in eV/A: 2.02
Charge: +1

These are the Löwdin partial charges, in e, on atoms 1 to 5: Os 1.171; C -0.018; C -0.107; N -0.142; N -0.013


# 4
The following is a quantum chemistry calculation of a molecular structure, C48H49F2MoN5O10PSSi in a non-equilibrium geometry, from the Open Molecules 2025 dataset.

```
118
C48H49F2MoN5O10PSSi, DFT ωB97M-V/def2-TZVPD
Mo -0.97 0.36 0.49
F -0.39 -4.95 1.64
C -1.22 -3.98 1.19
C -0.75 -2.69 1.07
C -1.61 -1.68 0.62
C -2.95 -2.00 0.32
C -3.36 -3.33 0.44
F -4.63 -3.71 0.14
C -2.52 -4.34 0.87
C -3.81 -0.87 -0.06
C -5.17 -0.95 -0.37
C -5.83 0.19 -0.80
C -5.13 1.38 -0.92
C -3.80 1.40 -0.56
N -3.15 0.31 -0.14
H 0.27 -2.47 1.35
H -2.87 -5.36 0.96
H -5.69 -1.88 -0.28
H -6.88 0.14 -1.05
H -5.60 2.30 -1.25
H -3.22 2.32 -0.58
O 0.13 2.45 1.12
S -0.73 3.12 0.11
O -0.05 4.09 -0.71
O -1.06 1.87 -0.81
O -1.99 3.56 0.68
O -0.14 -0.62 -1.74
P -0.07 -0.42 -3.22
N -1.58 -0.46 -3.90
C -2.71 -1.05 -3.18
C -3.85 -0.95 -4.18
C -3.14 -1.22 -5.50
C -1.82 -0.47 -5.34
N 0.76 -1.63 -4.05
C 0.34 -3.01 -3.82
C 1.15 -3.47 -2.61
C 2.47 -2.67 -2.73
C 2.22 -1.69 -3.88
N 0.72 0.93 -3.68
C 1.66 1.64 -2.80
C 1.95 2.91 -3.59
C 1.96 2.42 -5.03
C 0.81 1.41 -5.06
H -2.89 -0.49 -2.26
H -2.53 -2.09 -2.89
H -4.26 0.06 -4.17
H -4.65 -1.65 -3.96
H -3.71 -0.87 -6.37
H -2.97 -2.29 -5.62
H -1.90 0.55 -5.72
H -1.00 -0.96 -5.87
H 0.61 -3.59 -4.71
H -0.74 -3.08 -3.69
H 1.31 -4.55 -2.61
H 0.63 -3.19 -1.69
H 3.32 -3.32 -2.94
H 2.68 -2.13 -1.81
H 2.64 -2.07 -4.82
H 2.63 -0.70 -3.71
H 2.58 1.06 -2.66
H 1.22 1.83 -1.83
H 2.88 3.37 -3.29
H 1.14 3.63 -3.42
H 2.90 1.91 -5.25
H 1.82 3.21 -5.77
H 0.99 0.59 -5.75
H -0.13 1.90 -5.35
O 0.85 -0.19 0.87
Si 2.31 0.03 1.54
C 3.52 1.07 0.53
C 3.31 2.43 0.30
C 4.26 3.20 -0.36
C 5.43 2.62 -0.81
C 5.66 1.27 -0.59
C 4.72 0.51 0.08
C 2.16 0.76 3.26
C 3.11 1.61 3.80
C 2.98 2.12 5.08
C 1.87 1.78 5.85
C 0.91 0.93 5.33
C 1.06 0.42 4.05
C 3.09 -1.68 1.69
C 2.69 -2.72 0.85
C 3.25 -3.98 0.94
C 4.22 -4.24 1.89
C 4.63 -3.23 2.75
C 4.06 -1.97 2.65
H 2.40 2.90 0.65
H 4.07 4.25 -0.52
H 6.17 3.22 -1.33
H 6.58 0.81 -0.94
H 4.92 -0.54 0.24
H 3.97 1.91 3.20
H 3.73 2.80 5.48
H 1.76 2.19 6.84
H 0.04 0.67 5.92
H 0.30 -0.25 3.65
H 1.92 -2.53 0.12
H 2.92 -4.77 0.28
H 4.66 -5.23 1.97
H 5.38 -3.42 3.50
H 4.38 -1.19 3.34
O -2.79 -0.95 3.37
C -2.37 0.19 3.27
O -1.64 0.67 2.31
C -2.68 1.24 4.33
C -3.29 0.82 5.52
C -3.59 1.73 6.51
C -3.27 3.06 6.28
C -2.67 3.51 5.11
C -2.37 2.58 4.13
N -3.59 4.05 7.33
O -3.32 5.23 7.11
O -4.10 3.63 8.37
H -3.53 -0.23 5.63
H -4.05 1.44 7.44
H -2.44 4.56 4.98
H -1.90 2.90 3.20
```

## Properties
Expectation value of S²: 2.01
Multiplicity: 3
E_LUMO (spin up / spin down) in eV: 1.5 / 1.5
HOMO level (spin up / spin down) in eV: -5.33 / -6.39
Energy above the lowest of the compared OMol25 structures with the same formula, charge and spin in eV: 0.8668
Max |F| in eV/A: 1.67
Charge: -1

These are the Löwdin partial charges, in e, on atoms 1 to 5: Mo 1.775; F 0.051; C -0.253; C -0.030; C -0.166


# 5
The following is a quantum chemistry calculation of 3 unconnected molecules or ions with the total composition C4H10O3 in a non-equilibrium geometry, from the Open Molecules 2025 dataset.

```
17
C4H10O3, DFT ωB97M-V/def2-TZVPD
C -1.23 -1.10 2.88
C 0.09 -1.07 2.79
C 0.80 -1.27 1.53
C 0.31 -0.76 0.41
O 0.85 -1.00 -0.82
H -1.99 -0.81 3.61
H -1.85 -1.50 2.01
H 0.69 -0.62 3.59
H 1.83 -1.68 1.54
H -0.69 -0.35 0.35
H 0.41 -0.49 -1.50
O 0.34 0.75 -3.30
H 0.39 1.40 -4.02
H 0.84 0.04 -3.73
O -0.59 2.95 -1.62
H 0.22 2.69 -1.17
H -0.40 2.83 -2.56
```

## Properties
E_LUMO in eV: 0.2
HOMO level in eV: -8.34
Structure (SMILES): C=C/C=C/O.O.O
Energy above the lowest of the compared OMol25 structures with the same formula, charge and spin in eV: 2.5196
Max |F| in eV/A: 3.08

These are the Löwdin partial charges, in e, on atoms 1 to 5: C -0.021; C -0.213; C -0.119; C -0.202; O 0.002


# 6
The following is a quantum chemistry calculation of a single C5H7NO molecule, from the Open Molecules 2025 dataset.

```
14
C5H7NO, DFT ωB97M-V/def2-TZVPD
H -0.21 -2.34 -2.20
N 0.20 -1.60 -1.64
C -0.43 -0.52 -1.82
O -0.13 0.65 -1.23
C 0.92 0.67 -0.26
C 0.35 1.12 1.08
C -0.49 0.10 1.72
C -1.17 -0.74 2.25
H -1.29 -0.36 -2.47
H 1.66 1.41 -0.62
H 1.39 -0.31 -0.20
H 1.18 1.38 1.75
H -0.23 2.03 0.92
H -1.76 -1.49 2.72
```

## Properties
E_LUMO in eV: 1.0
HOMO level in eV: -9.83
Structure (SMILES): [H]/N=C/OCCC#C
Energy above the lowest of the compared OMol25 structures with the same formula, charge and spin in eV: 2.5056
Max |F| in eV/A: 0.54

These are the Löwdin partial charges, in e, on atoms 1 to 5: H 0.050; N 0.106; C -0.313; O -0.070; C -0.195


> Which of these has the lowest max |F|?

C5H7NO


> What is the max |F| in the fourth record?

1.67 eV/A


> Which value of max |F| does entry 3 give?

2.02 eV/A